{
  "formula": "C50H56MoN8O2S2Te",
  "method": "wB97M-V/def2-TZVPD",
  "symbols": ["Mo", "C", "C", "C", "C", "C", "C", "C", "N", "C", "C", "C", "C", "C", "C", "C", "C", "C", "C", "N", "C", "C", "C", "N", "C", "C", "C", "C", "C", "C", "C", "C", "C", "C", "C", "C", "C", "C", "N", "C", "C", "H", "H", "H", "H", "H", "H", "H", "H", "H", "H", "H", "H", "H", "H", "H", "H", "H", "H", "H", "H", "H", "H", "H", "H", "H", "H", "H", "H", "H", "H", "H", "H", "H", "H", "H", "H", "H", "H", "H", "H", "H", "H", "H", "H", "N", "C", "C", "C", "C", "C", "C", "S", "O", "O", "N", "C", "N", "C", "C", "C", "N", "H", "H", "H", "H", "H", "H", "H", "H", "H", "Te", "C", "C", "C", "C", "S", "H", "H", "H"],
  "xyz": [[-0.06982, 0.03201, -0.38059], [0.64668, 4.42824, 3.96597], [-0.72064, 4.41136, 3.27676], [-1.01171, 3.08354, 2.65617], [-1.67518, 2.03826, 3.19779], [-2.34334, 1.95662, 4.53253], [-3.81842, 2.36028, 4.47324], [-1.63787, 0.97865, 2.21779], [-0.93553, 1.35582, 1.11240], [-0.53629, 2.64830, 1.36256], [0.23755, 3.43428, 0.55191], [0.67400, 3.09678, -0.71814], [1.43960, 3.96072, -1.57570], [2.02973, 5.27590, -1.18003], [3.42268, 5.09807, -0.57004], [1.57399, 3.30593, -2.76143], [0.88661, 2.05090, -2.61536], [0.70773, 1.13008, -3.61946], [-0.03049, -0.03634, -3.52487], [-0.64324, -0.50996, -2.38563], [-1.32921, -1.62359, -2.77787], [-2.20758, -2.32810, -1.97006], [-2.53227, -1.99562, -0.68425], [-1.96232, -0.98567, 0.05813], [-2.55385, -1.06502, 1.28397], [-2.33852, -0.19939, 2.33517], [-3.52933, -2.13068, 1.32198], [-3.53751, -2.68888, 0.08917], [-4.38580, -3.80704, -0.42077], [-5.53484, -3.32312, -1.30747], [-4.36800, -2.47668, 2.50868], [-5.63375, -1.62297, 2.60496], [-1.10805, -1.89950, -4.16565], [-0.29479, -0.90697, -4.63208], [0.19923, -0.70661, -6.03117], [-0.69912, 0.23393, -6.83676], [-1.63258, -3.09116, -4.90124], [-0.79374, -4.34171, -4.63378], [0.37336, 1.93066, -1.34626], [2.24821, 3.79066, -4.00631], [1.27964, 4.51466, -4.94464], [0.82704, 5.39331, 4.44167], [1.44882, 4.23206, 3.25320], [0.70549, 3.64674, 4.72361], [-0.76269, 5.19531, 2.51636], [-1.50607, 4.64861, 3.99806], [-1.80925, 2.60029, 5.23431], [-2.25229, 0.94224, 4.92730], [-3.92241, 3.39640, 4.14857], [-4.29683, 2.25904, 5.44811], [-4.36190, 1.73793, 3.76047], [0.51027, 4.40876, 0.92938], [1.37945, 5.77642, -0.45964], [2.07707, 5.93166, -2.05327], [3.38331, 4.43042, 0.29261], [3.83687, 6.05617, -0.25412], [4.10581, 4.65491, -1.29653], [1.13568, 1.36151, -4.58575], [-2.71547, -3.17596, -2.40813], [-2.85753, -0.39057, 3.26319], [-4.78914, -4.35950, 0.43036], [-3.76336, -4.51688, -0.97263], [-6.20051, -2.66321, -0.75017], [-6.12239, -4.16260, -1.68012], [-5.16091, -2.76119, -2.16399], [-3.77485, -2.36712, 3.42004], [-4.63762, -3.53364, 2.45388], [-5.38535, -0.56111, 2.63802], [-6.20726, -1.86728, 3.49963], [-6.27318, -1.78287, 1.73591], [0.25606, -1.67623, -6.53071], [1.21995, -0.31645, -6.01406], [-1.70573, -0.17695, -6.92287], [-0.30704, 0.39090, -7.84214], [-0.78304, 1.20493, -6.34656], [-1.64749, -2.87797, -5.97231], [-2.67096, -3.27700, -4.61530], [0.23285, -4.19342, -4.97264], [-1.20174, -5.20935, -5.15255], [-0.75526, -4.56343, -3.56631], [2.71074, 2.95102, -4.53097], [3.06468, 4.46123, -3.73018], [0.45205, 3.86201, -5.22634], [1.78223, 4.84198, -5.85548], [0.85341, 5.39138, -4.45575], [6.02500, -2.68337, 4.76484], [5.19873, -1.81033, 4.09131], [3.82815, -2.06867, 3.99187], [2.98848, -1.16993, 3.36676], [3.51274, -0.01100, 2.80883], [4.87018, 0.25910, 2.89982], [5.71057, -0.63605, 3.53191], [2.42193, 1.20263, 2.17094], [1.30654, 1.29332, 3.07069], [3.18995, 2.38488, 1.88241], [1.81535, 0.58827, 0.77167], [2.64460, 0.10675, -0.16823], [1.89862, -0.40691, -1.17895], [2.49482, -1.14454, -2.11515], [3.86587, -1.26068, -2.13251], [4.55868, -0.59354, -1.12048], [3.97835, 0.07564, -0.14028], [5.68964, -3.60988, 4.95533], [7.01723, -2.59069, 4.64672], [3.42591, -2.97763, 4.42352], [1.92602, -1.36457, 3.30338], [5.25677, 1.16410, 2.45447], [6.77150, -0.42836, 3.59963], [1.85063, -1.61811, -2.84603], [4.37144, -1.83817, -2.88983], [5.64322, -0.61752, -1.09733], [0.87130, -2.61072, 0.39609], [-0.21699, -3.78901, 1.75727], [0.20904, -4.01709, 3.03980], [-0.53293, -5.02001, 3.71938], [-1.50886, -5.55701, 2.93589], [-1.51714, -4.84219, 1.38354], [1.03863, -3.48015, 3.47499], [-0.34817, -5.32550, 4.73867], [-2.22255, -6.32224, 3.19325]],
  "forces_ev_per_angstrom": [[-0.26, -0.14, 0.60], [0.03, 0.01, 0.00], [0.00, 0.00, 0.01], [-0.05, 0.01, -0.01], [0.09, -0.02, 0.04], [-0.03, 0.00, -0.02], [-0.01, 0.00, 0.01], [-0.05, -0.01, -0.04], [0.00, 0.04, -0.14], [0.03, -0.05, 0.03], [0.02, 0.02, 0.02], [-0.01, -0.04, -0.01], [-0.01, 0.02, 0.00], [-0.01, 0.02, -0.02], [0.01, -0.01, 0.04], [0.04, -0.02, -0.02], [-0.01, 0.00, 0.00], [0.02, 0.01, 0.02], [-0.05, -0.02, 0.03], [-0.02, 0.05, -0.12], [0.03, -0.03, 0.03], [0.03, 0.01, -0.03], [-0.10, 0.01, 0.04], [0.10, -0.03, 0.04], [-0.04, -0.06, -0.08], [0.03, 0.04, 0.03], [-0.03, 0.11, -0.01], [0.06, 0.02, -0.04], [-0.01, 0.00, 0.01], [-0.03, 0.01, -0.01], [0.02, -0.02, 0.00], [-0.02, 0.00, 0.01], [0.05, -0.03, 0.06], [0.06, -0.01, -0.01], [-0.03, -0.01, 0.01], [-0.01, 0.02, -0.02], [-0.05, 0.05, -0.03], [0.03, -0.02, 0.01], [0.02, 0.01, -0.10], [-0.02, 0.00, 0.01], [0.00, 0.01, -0.01], [0.01, 0.01, 0.00], [0.00, 0.00, 0.00], [-0.01, 0.00, 0.01], [-0.02, 0.00, 0.01], [0.01, -0.01, 0.01], [-0.01, 0.01, 0.00], [0.01, 0.00, 0.00], [0.00, 0.01, -0.01], [0.00, 0.00, 0.01], [-0.01, -0.01, -0.01], [0.01, 0.01, 0.00], [-0.02, 0.02, -0.02], [0.03, -0.01, 0.01], [0.00, 0.01, -0.01], [0.01, 0.01, 0.01], [0.00, -0.01, -0.01], [0.02, 0.00, -0.01], [0.00, -0.01, 0.00], [0.00, -0.01, 0.01], [0.00, -0.01, 0.00], [0.00, 0.00, 0.00], [-0.01, 0.01, 0.01], [-0.01, -0.02, 0.00], [0.01, 0.00, -0.01], [0.01, -0.01, -0.01], [-0.01, 0.00, 0.01], [0.01, 0.01, 0.00], [-0.01, -0.01, 0.01], [0.00, 0.00, -0.01], [0.00, 0.01, -0.01], [0.00, 0.00, 0.00], [-0.01, 0.00, 0.01], [0.00, 0.00, -0.01], [0.00, 0.01, 0.00], [-0.01, -0.01, 0.00], [0.00, 0.00, -0.01], [0.01, 0.00, 0.00], [-0.01, -0.02, -0.01], [-0.01, 0.00, 0.01], [0.00, 0.00, 0.01], [0.00, 0.01, 0.00], [-0.01, -0.01, 0.00], [0.01, 0.01, 0.00], [-0.01, 0.00, 0.01], [0.02, 0.03, 0.15], [0.00, -0.03, -0.06], [-0.04, -0.03, 0.01], [0.02, -0.01, -0.04], [0.03, 0.10, 0.29], [0.02, -0.10, -0.12], [-0.02, 0.03, -0.03], [-0.09, -0.06, -0.18], [0.04, -0.03, 0.03], [-0.03, 0.05, 0.04], [0.16, 0.04, -0.14], [-0.03, 0.09, 0.00], [0.11, -0.36, 0.04], [-0.05, 0.19, -0.11], [0.01, 0.06, 0.08], [0.00, -0.06, -0.09], [0.03, 0.06, 0.02], [0.02, -0.02, -0.05], [0.00, -0.04, -0.05], [-0.01, -0.01, 0.00], [-0.01, 0.04, 0.01], [0.00, 0.04, 0.02], [0.01, 0.01, 0.02], [0.01, 0.00, 0.02], [0.03, -0.01, 0.00], [0.02, 0.00, 0.00], [-0.05, 0.01, -0.31], [0.09, 0.13, 0.15], [-0.16, 0.03, 0.03], [0.01, 0.03, 0.00], [-0.01, 0.01, -0.02], [0.08, -0.10, -0.08], [0.03, 0.00, 0.03], [0.00, -0.01, 0.03], [-0.02, -0.03, 0.02]],
  "total_charge": 0,
  "total_energy_ev": -99597.993,
  "homo_ha": [-0.23867, -0.24797],
  "molar_mass_g_mol": 1088.7,
  "lumo_energy_ha": [-0.035, -0.034],
  "fmax_ev_per_a": 0.67,
  "spin_multiplicity": 3,
  "s_squared": 2.027
}


{
  "formula": "C50H57BrN8OSeTi",
  "method": "wB97M-V/def2-TZVPD",
  "symbols": ["Ti", "C", "C", "C", "C", "C", "C", "C", "C", "C", "C", "C", "C", "C", "C", "C", "C", "N", "C", "C", "C", "N", "C", "C", "C", "N", "C", "C", "C", "C", "C", "C", "C", "C", "C", "C", "C", "C", "N", "C", "C", "H", "H", "H", "H", "H", "H", "H", "H", "H", "H", "H", "H", "H", "H", "H", "H", "H", "H", "H", "H", "H", "H", "H", "H", "H", "H", "H", "H", "H", "H", "H", "H", "H", "H", "H", "H", "H", "H", "H", "H", "H", "H", "H", "H", "Br", "Se", "C", "N", "C", "C", "C", "C", "C", "N", "C", "O", "N", "C", "C", "C", "C", "N", "C", "C", "C", "H", "H", "H", "H", "H", "H", "H", "H", "H", "H", "H", "H", "H"],
  "xyz": [[-0.06830, -0.10324, 0.15204], [4.41549, -5.12220, 2.42397], [2.90658, -4.97300, 2.21332], [2.57426, -3.75698, 1.41181], [2.19155, -3.67778, 0.11533], [1.88127, -4.80967, -0.81068], [0.42302, -5.26363, -0.68235], [1.81113, -2.28109, -0.17481], [0.86577, -1.70371, -0.91789], [2.69902, -0.20738, 0.85171], [3.91321, 0.45619, 1.06202], [5.18468, -0.16591, 1.54782], [6.08176, -0.64234, 0.40217], [3.68042, 1.78314, 0.65162], [2.33414, 1.86642, 0.23804], [1.49630, 3.00386, 0.03864], [0.15651, 2.93090, 0.32065], [-0.35576, 1.73859, 0.78162], [-1.48671, 1.98468, 1.48733], [-1.88479, 1.10835, 2.48387], [-1.05472, 0.08480, 2.99213], [0.03687, -0.46565, 2.36133], [0.72118, -1.17554, 3.32680], [1.80964, -2.09154, 3.17615], [2.41722, -2.41055, 1.98976], [2.34570, -1.55132, 0.92623], [0.01907, -1.08967, 4.57365], [-1.11005, -0.34706, 4.35726], [-2.12415, 0.07442, 5.37382], [-1.70780, 1.34932, 6.11297], [0.42401, -1.74853, 5.85742], [-0.13058, -3.17047, 5.98390], [-1.87814, 3.36540, 1.23820], [-0.85587, 3.94776, 0.54370], [-0.72832, 5.37357, 0.10778], [0.07407, 6.23553, 1.08721], [-3.10445, 4.01105, 1.80152], [-2.90658, 4.53266, 3.22770], [1.78521, 0.61218, 0.34010], [4.66309, 2.91345, 0.65286], [5.14566, 3.27367, -0.75474], [4.65000, -6.02865, 2.98403], [4.81257, -4.26838, 2.97489], [4.93230, -5.16654, 1.46469], [2.41244, -4.90652, 3.18716], [2.50942, -5.86397, 1.72250], [2.54720, -5.64940, -0.59678], [2.08094, -4.49834, -1.83905], [0.22589, -5.64573, 0.32049], [0.19310, -6.05072, -1.40162], [-0.26349, -4.43489, -0.85196], [0.44190, -2.24517, -1.75980], [4.94183, -1.01493, 2.19207], [5.73466, 0.54662, 2.17035], [5.52263, -1.29936, -0.26547], [6.95166, -1.18858, 0.77375], [6.43787, 0.20354, -0.18844], [1.94591, 3.96275, -0.18843], [-2.76646, 1.35916, 3.06004], [1.96775, -2.75486, 4.01764], [-2.27522, -0.73464, 6.09342], [-3.09116, 0.23635, 4.89190], [-0.75723, 1.20332, 6.62797], [-2.45608, 1.64856, 6.85004], [-1.57096, 2.16910, 5.40647], [0.06464, -1.14986, 6.69864], [1.51308, -1.76718, 5.94025], [-1.22082, -3.15742, 5.96516], [0.19210, -3.64444, 6.91260], [0.19703, -3.79104, 5.14931], [-1.72515, 5.80341, -0.02154], [-0.24349, 5.39847, -0.87161], [-0.43106, 6.30168, 2.05084], [0.20416, 7.24783, 0.70203], [1.06095, 5.80675, 1.26062], [-3.92359, 3.28713, 1.79312], [-3.41436, 4.83369, 1.15138], [-2.64319, 3.71754, 3.90196], [-3.81416, 5.00736, 3.60360], [-2.09757, 5.26194, 3.26436], [5.52305, 2.64423, 1.27213], [4.21290, 3.79801, 1.11534], [5.63001, 2.41619, -1.22297], [5.85612, 4.10276, -0.73536], [4.30415, 3.55410, -1.38873], [-0.16984, 0.82419, -2.28870], [-3.67247, -3.47270, 0.46323], [-2.45762, -2.19148, 0.31636], [-1.66634, -1.34054, 0.20029], [-6.70691, -2.24728, -3.62901], [-6.65908, -0.74868, -3.74064], [-5.47119, -0.08750, -4.03034], [-5.41079, 1.29478, -4.10081], [-6.54237, 2.05468, -3.83682], [-6.51935, 3.47061, -3.82530], [-5.45439, 4.31809, -3.58932], [-5.37370, 5.39199, -4.16030], [-4.52043, 3.92972, -2.66195], [-4.59982, 2.90862, -1.68882], [-5.73131, 2.71270, -0.91468], [-5.73129, 1.65991, -0.01399], [-4.59632, 0.87047, 0.09361], [-3.49992, 1.07200, -0.63138], [-3.50708, 2.06720, -1.50469], [-7.74289, 1.40775, -3.56933], [-7.79799, 0.02418, -3.53533], [-5.82141, -2.70077, -4.07126], [-7.58757, -2.65220, -4.12963], [-6.74465, -2.55903, -2.58364], [-4.56650, -0.65884, -4.19726], [-4.47400, 1.77727, -4.34191], [-7.23904, 3.93084, -4.36078], [-3.64723, 4.42643, -2.74586], [-6.59490, 3.35494, -1.02931], [-6.59918, 1.45434, 0.59830], [-4.56058, 0.03189, 0.78176], [-2.60405, 2.19459, -2.09288], [-8.62897, 1.99560, -3.36166], [-8.74139, -0.46220, -3.31549]],
  "forces_ev_per_angstrom": [[-0.04, -0.43, -0.32], [-0.02, 0.00, 0.01], [-0.01, 0.02, -0.01], [0.07, 0.02, 0.05], [-0.05, -0.02, -0.01], [-0.01, 0.01, -0.01], [0.00, 0.01, 0.01], [0.12, 0.03, 0.04], [0.25, -0.04, -0.06], [0.01, -0.05, -0.12], [-0.02, 0.05, 0.08], [0.00, 0.00, -0.03], [0.00, 0.00, 0.01], [0.04, 0.00, 0.00], [-0.05, -0.01, 0.00], [0.02, 0.00, -0.01], [0.06, -0.07, 0.13], [-0.13, 0.42, -0.13], [0.12, 0.09, -0.12], [-0.04, -0.02, 0.02], [-0.02, 0.03, -0.01], [-0.09, 0.13, -0.08], [-0.02, -0.04, -0.04], [0.03, 0.01, -0.01], [-0.07, -0.02, 0.00], [0.07, 0.02, -0.01], [0.03, 0.00, 0.01], [-0.04, -0.02, -0.01], [0.01, 0.03, 0.00], [-0.01, 0.00, 0.00], [-0.03, -0.01, -0.01], [0.00, 0.02, 0.00], [0.03, 0.03, 0.11], [-0.04, -0.01, -0.13], [0.03, 0.00, 0.05], [-0.01, 0.00, -0.01], [0.00, -0.02, -0.01], [0.00, -0.02, -0.02], [0.53, 0.19, 0.17], [-0.02, -0.02, -0.02], [0.00, -0.01, 0.02], [0.01, -0.01, 0.02], [0.01, 0.02, 0.00], [0.01, -0.01, -0.01], [-0.03, -0.03, -0.01], [0.01, 0.00, -0.01], [0.02, 0.00, -0.02], [0.00, -0.01, 0.01], [0.00, 0.00, 0.01], [-0.01, -0.03, -0.01], [0.00, 0.01, 0.00], [-0.06, 0.06, 0.05], [0.00, 0.01, 0.01], [0.00, -0.03, 0.02], [0.00, -0.02, 0.00], [0.02, 0.00, 0.01], [-0.01, 0.01, -0.02], [0.01, 0.01, 0.01], [0.00, 0.02, 0.01], [0.00, -0.01, -0.01], [0.00, 0.00, 0.01], [-0.01, -0.04, 0.00], [0.01, -0.01, 0.01], [-0.01, 0.01, 0.00], [0.01, 0.01, -0.01], [0.02, 0.01, 0.01], [0.00, 0.01, 0.02], [-0.02, 0.00, -0.01], [0.00, -0.01, 0.03], [0.01, -0.02, -0.02], [0.01, 0.01, -0.01], [-0.02, 0.01, -0.01], [0.00, -0.01, 0.02], [0.00, 0.03, -0.01], [0.02, -0.01, 0.01], [-0.02, 0.00, -0.03], [0.00, 0.01, -0.01], [0.01, -0.01, 0.02], [-0.03, 0.01, 0.01], [0.01, 0.03, 0.00], [-0.01, 0.02, 0.02], [0.01, 0.00, 0.01], [0.01, -0.02, -0.02], [0.01, 0.02, 0.00], [-0.02, 0.01, -0.01], [-0.33, -0.03, 0.26], [0.00, 0.04, 0.02], [-0.10, -0.02, -0.08], [-0.30, -0.31, 0.11], [-0.01, -0.01, 0.01], [0.02, 0.00, -0.02], [0.00, -0.02, 0.01], [-0.03, 0.03, 0.01], [0.06, -0.05, 0.06], [-0.15, 0.07, -0.02], [-0.04, -0.01, 0.03], [0.02, 0.08, -0.04], [0.14, -0.05, -0.08], [-0.03, 0.01, -0.07], [0.00, -0.05, 0.05], [-0.02, 0.02, -0.02], [0.04, -0.15, 0.02], [-0.02, 0.11, 0.03], [-0.05, -0.03, 0.05], [0.01, -0.04, 0.04], [-0.01, 0.02, 0.00], [0.01, -0.01, 0.00], [-0.01, -0.01, 0.00], [0.02, 0.00, 0.02], [0.01, -0.02, 0.00], [0.04, 0.05, 0.02], [0.08, 0.00, -0.03], [-0.06, 0.05, 0.05], [0.00, 0.02, -0.02], [0.00, 0.00, 0.01], [-0.01, -0.01, 0.01], [0.08, 0.00, -0.03], [-0.01, 0.01, 0.01], [-0.01, -0.01, 0.00]],
  "total_charge": -1,
  "total_energy_ev": -225252.788,
  "homo_ha": [-0.12147, -0.14946],
  "molar_mass_g_mol": 992.8,
  "lumo_energy_ha": [0.081, 0.046],
  "relative_energy_ev": 2.432,
  "fmax_ev_per_a": 0.58,
  "spin_multiplicity": 2,
  "s_squared": 0.839
}